Below is a structure of composition C37H52N6O6PSiTeY in a non-equilibrium geometry, with properties calculated with wB97M-V/def2-TZVPD.

XYZ file:
```
105
Properties=species:S:1:pos:R:3:mulliken_charge:R:1
Y 0.809 -0.392 -0.926 -1.028
O -2.260 3.963 -3.192 -0.496
C -2.949 2.865 -3.592 1.600
C -4.217 3.026 -4.153 -0.856
C -4.961 1.942 -4.578 -0.594
C -4.445 0.660 -4.453 -0.918
C -3.191 0.502 -3.893 -0.507
C -2.419 1.575 -3.441 0.023
C -1.102 1.205 -2.840 0.406
O -0.841 -0.029 -2.633 -0.719
N -0.273 2.208 -2.601 -1.766
N 0.798 1.837 -1.857 1.431
C 1.837 2.568 -1.920 -0.991
C 2.992 2.220 -1.088 1.177
C 4.170 2.946 -1.186 -1.106
C 5.248 2.595 -0.395 -0.536
C 5.119 1.525 0.477 -0.999
C 3.914 0.848 0.501 -0.246
N 2.868 1.176 -0.252 0.778
H -2.828 4.730 -3.312 0.360
H -4.616 4.031 -4.252 0.272
H -5.943 2.102 -5.007 0.383
H -5.012 -0.200 -4.785 0.419
H -2.769 -0.487 -3.776 0.288
H 1.895 3.405 -2.611 0.294
H 4.227 3.772 -1.885 0.491
H 6.179 3.145 -0.459 0.433
H 5.930 1.219 1.123 0.578
H 3.781 -0.011 1.148 0.102
N 0.076 -2.636 -2.312 -0.251
C -0.805 -3.597 -1.642 -1.197
C -1.583 -2.882 -0.556 -0.436
N -0.674 -2.132 0.309 1.432
C 0.067 -2.967 1.253 -0.611
C 0.844 -2.104 2.253 -1.041
N 1.184 -0.779 1.703 -0.192
H -0.438 -2.079 -2.988 0.167
H 0.815 -3.106 -2.818 0.308
H -0.191 -4.387 -1.209 0.307
H -1.510 -4.076 -2.325 0.550
H -2.184 -3.603 0.012 0.528
H -2.261 -2.163 -1.020 -0.039
H -1.217 -1.446 0.822 -1.133
H 0.759 -3.586 0.684 0.060
H -0.609 -3.630 1.805 0.635
H 1.771 -2.622 2.497 0.652
H 0.270 -2.004 3.175 0.198
H 1.982 -0.404 2.198 0.326
H 0.421 -0.130 1.863 -0.407
C 4.379 -5.683 -1.828 -1.416
C 3.145 -4.887 -1.477 0.072
O 3.068 -3.715 -2.317 -0.332
P 3.246 -2.247 -1.698 0.001
O 2.417 -2.122 -0.436 0.489
Te 2.689 -0.702 -3.371 -0.259
O 4.802 -2.151 -1.322 -0.181
C 5.290 -2.512 -0.015 0.493
C 6.720 -2.036 0.080 -1.521
H 4.449 -6.566 -1.190 0.379
H 5.281 -5.081 -1.697 0.271
H 4.340 -6.006 -2.869 0.371
H 3.130 -4.600 -0.425 0.167
H 2.247 -5.470 -1.673 0.356
H 5.243 -3.596 0.109 0.336
H 4.657 -2.063 0.748 -0.079
H 7.332 -2.507 -0.690 0.376
H 7.132 -2.294 1.058 0.392
H 6.773 -0.955 -0.057 0.269
C -3.526 2.868 -0.114 -2.020
C -3.593 1.534 0.641 2.778
C -4.711 1.618 1.691 -1.865
C -3.900 0.404 -0.357 -1.155
Si -1.873 1.260 1.380 -2.689
O -0.810 0.666 0.332 4.245
C -2.006 0.106 2.900 1.242
C -1.316 0.389 4.087 -0.326
C -1.344 -0.478 5.175 -0.876
C -2.065 -1.664 5.105 -0.638
C -2.755 -1.976 3.941 -0.722
C -2.722 -1.102 2.861 -0.141
C -1.225 2.899 2.050 0.434
C -0.107 3.474 1.434 -0.347
C 0.425 4.680 1.881 -0.626
C -0.154 5.336 2.960 -0.641
C -1.265 4.783 3.588 -0.826
C -1.790 3.578 3.137 -0.135
H -4.444 3.020 -0.697 0.498
H -2.677 2.899 -0.802 0.373
H -3.413 3.709 0.576 0.333
H -5.676 1.768 1.191 0.501
H -4.562 2.463 2.372 0.298
H -4.787 0.714 2.298 0.275
H -4.803 0.642 -0.932 0.555
H -4.081 -0.550 0.151 0.283
H -3.079 0.256 -1.064 -0.452
H -0.753 1.314 4.168 0.361
H -0.807 -0.224 6.082 0.411
H -2.091 -2.337 5.954 0.365
H -3.325 -2.896 3.877 0.469
H -3.282 -1.368 1.968 -0.030
H 0.341 2.965 0.585 0.201
H 1.289 5.109 1.386 0.459
H 0.258 6.274 3.313 0.389
H -1.718 5.291 4.432 0.399
H -2.651 3.155 3.649 0.303
```

## Properties
Calculated total energy, Ha: -3158.6890
M, g mol⁻¹: 952.42
Gap between HOMO and LUMO, eV: 7.39
E_LUMO, eV: -0.229

***

Below is a structure of composition C37H53BrFN3O2ReSSi2, with properties calculated with wB97M-V/def2-TZVPD.

XYZ file:
```
101
Properties=species:S:1:pos:R:3:mulliken_spin:R:1
Re -0.367 -0.180 -0.201 0.914
C -4.013 3.378 5.650 0.000
C -3.565 3.016 4.265 0.002
C -3.479 1.683 3.864 -0.002
C -3.045 1.340 2.596 0.005
C -2.703 2.358 1.713 -0.005
C -2.812 3.699 2.070 0.001
C -3.230 4.014 3.348 0.000
S -2.159 1.985 0.104 0.052
O -2.375 0.500 -0.113 0.009
O -2.755 2.871 -0.833 0.001
N -0.570 1.882 -0.012 -0.002
C 0.515 2.709 0.251 -0.043
C 0.566 4.069 0.364 0.027
C 1.799 4.696 0.654 -0.007
C 2.944 3.972 0.826 0.016
C 2.916 2.559 0.704 -0.003
C 4.038 1.728 0.897 0.000
C 3.899 0.371 0.795 -0.003
C 2.652 -0.173 0.473 -0.003
N 1.579 0.573 0.250 -0.013
C 1.695 1.941 0.395 0.043
H -4.537 2.553 6.129 0.000
H -4.672 4.245 5.634 0.000
H -3.151 3.634 6.270 0.000
H -3.779 0.902 4.552 0.000
H -3.008 0.306 2.285 -0.002
H -2.609 4.483 1.353 0.000
H -3.323 5.054 3.635 0.000
H -0.325 4.666 0.221 0.002
H 1.826 5.773 0.745 0.000
H 3.880 4.461 1.060 0.000
H 4.996 2.171 1.139 0.000
H 4.733 -0.297 0.954 0.000
H 2.533 -1.244 0.386 -0.004
C 1.571 -4.403 0.304 0.001
Si 0.723 -3.340 -0.966 0.001
C -0.514 -4.247 -2.018 -0.001
C 2.047 -2.502 -1.983 0.015
N -0.243 -2.075 -0.001 -0.087
C -0.919 -2.538 1.175 -0.004
C -1.490 -3.795 1.344 -0.014
C -2.116 -4.119 2.540 0.005
C -2.180 -3.210 3.588 -0.011
C -1.635 -1.939 3.442 0.008
C -1.048 -1.663 2.239 0.026
F -0.515 -0.383 2.009 0.008
H 1.870 -5.335 -0.185 0.001
H 0.969 -4.668 1.171 0.000
H 2.487 -3.927 0.660 0.000
H -0.058 -4.512 -2.975 0.000
H -1.394 -3.636 -2.231 0.001
H -0.849 -5.175 -1.552 0.000
H 2.957 -3.099 -1.879 0.000
H 2.290 -1.481 -1.692 -0.009
H 1.793 -2.480 -3.042 0.001
H -1.452 -4.521 0.544 0.000
H -2.555 -5.100 2.656 0.000
H -2.659 -3.483 4.518 0.000
H -1.667 -1.196 4.227 0.000
C 0.920 -0.094 -6.246 -0.001
C -0.448 -0.737 -5.979 -0.001
C -1.196 -0.874 -7.328 -0.001
C -0.203 -2.162 -5.457 -0.005
Si -1.555 0.332 -4.854 0.009
Br -0.154 -0.004 -2.720 0.057
C -3.296 -0.336 -4.516 -0.001
C -3.359 -1.868 -4.532 0.000
C -3.850 0.137 -3.169 0.005
C -4.213 0.190 -5.645 0.000
C -1.373 2.218 -5.031 0.003
C -1.591 2.534 -6.530 0.001
C 0.001 2.764 -4.611 -0.001
C -2.423 2.999 -4.229 0.001
H 1.471 -0.729 -6.945 0.000
H 1.520 -0.011 -5.336 0.001
H 0.845 0.892 -6.700 0.000
H -0.586 -1.489 -7.996 0.000
H -1.361 0.079 -7.830 0.000
H -2.155 -1.381 -7.220 0.000
H 0.530 -2.642 -6.112 0.000
H -1.099 -2.775 -5.473 0.000
H 0.199 -2.176 -4.444 0.005
H -2.692 -2.315 -3.789 0.000
H -3.123 -2.287 -5.509 0.000
H -4.379 -2.174 -4.289 0.000
H -3.249 -0.227 -2.338 -0.001
H -4.856 -0.276 -3.047 0.000
H -3.926 1.218 -3.088 0.001
H -3.914 -0.167 -6.631 0.000
H -4.271 1.277 -5.676 0.000
H -5.225 -0.180 -5.464 0.000
H -0.793 2.152 -7.165 0.000
H -1.603 3.621 -6.649 0.000
H -2.545 2.162 -6.908 0.000
H 0.841 2.229 -5.048 0.000
H 0.117 2.756 -3.526 0.001
H 0.067 3.805 -4.940 0.000
H -3.446 2.770 -4.522 0.000
H -2.267 4.065 -4.420 0.000
H -2.324 2.839 -3.155 0.000
```

## Properties
Charge: +2
Calculated total energy, Ha: -5485.3700
M, g mol⁻¹: 945.20
<S²>: 0.7671
Gap between HOMO and LUMO (spin up / spin down), eV: 6.78 / 6.93
Spin multiplicity: 2
E_LUMO (spin up / spin down), eV: -6.591 / -6.505

***

Below is a structure of composition C37H53CsN3PSbSi3, with properties calculated with wB97M-V/def2-TZVPD.

XYZ file:
```
99
Properties=species:S:1:pos:R:3:mulliken_charge:R:1
Cs 0.574 -0.887 0.849 1.478
C -0.659 4.518 -0.775 -1.292
Sb -0.289 2.372 -0.865 0.644
C -0.363 2.163 1.257 0.973
C -1.329 1.373 1.902 -1.342
C -1.501 1.347 3.327 -1.103
C -2.379 0.475 3.911 -0.769
C -3.145 -0.395 3.119 -1.115
C -2.971 -0.289 1.754 -0.452
N -2.118 0.538 1.155 0.943
Si 1.014 2.976 2.145 -0.428
C 0.566 4.606 2.990 -1.196
C 2.450 3.347 0.970 -1.115
C 1.821 1.902 3.487 -0.712
C -2.245 1.756 -1.774 1.559
C -2.296 0.242 -1.807 -0.682
C -3.451 -0.444 -2.208 -0.783
C -3.416 -1.810 -2.420 -1.070
C -2.224 -2.495 -2.246 -0.760
C -1.129 -1.758 -1.832 -0.690
N -1.161 -0.444 -1.604 0.263
Si -2.018 2.115 -3.646 0.662
C -3.638 1.951 -4.601 -1.150
C -0.851 0.853 -4.402 -1.223
C -1.275 3.788 -4.076 -1.275
Si -3.710 2.718 -1.028 0.397
C -5.401 1.889 -1.202 -1.531
C -3.934 4.371 -1.919 -1.234
C -3.644 3.165 0.794 -0.818
H 0.218 4.939 -0.281 0.360
H -1.530 4.752 -0.167 0.298
H -0.751 4.979 -1.757 0.355
H -0.949 2.045 3.944 0.422
H -2.491 0.471 4.990 0.417
H -3.847 -1.097 3.545 0.451
H -3.555 -0.915 1.080 0.310
H 0.221 5.335 2.252 0.297
H 1.419 5.035 3.525 0.381
H -0.246 4.462 3.708 0.324
H 2.197 4.015 0.145 0.357
H 2.846 2.426 0.531 0.304
H 3.257 3.818 1.539 0.392
H 1.225 1.814 4.396 0.435
H 2.780 2.351 3.765 0.393
H 2.027 0.885 3.137 -0.009
H -4.365 0.097 -2.383 0.584
H -4.312 -2.330 -2.736 0.388
H -2.135 -3.559 -2.416 0.552
H -0.172 -2.258 -1.682 0.477
H -3.970 0.912 -4.631 0.310
H -3.463 2.268 -5.633 0.442
H -4.453 2.556 -4.201 0.325
H -1.288 -0.148 -4.430 0.251
H 0.086 0.792 -3.845 0.252
H -0.623 1.151 -5.429 0.442
H -1.843 4.643 -3.712 0.373
H -1.237 3.847 -5.168 0.449
H -0.250 3.869 -3.709 0.348
H -5.717 1.726 -2.235 0.356
H -6.122 2.571 -0.740 0.423
H -5.457 0.942 -0.662 0.374
H -4.106 4.279 -2.992 0.317
H -3.095 5.050 -1.767 0.376
H -4.820 4.843 -1.485 0.421
H -4.013 2.344 1.411 0.201
H -4.305 4.025 0.941 0.633
H -2.651 3.424 1.157 0.024
N 0.593 -7.795 -2.979 -0.605
C 0.945 -6.834 -2.450 -0.167
C 1.379 -5.635 -1.791 0.663
C 2.098 -4.663 -2.490 -0.535
C 2.501 -3.507 -1.834 -1.131
C 2.236 -3.224 -0.477 -0.348
C 1.509 -4.251 0.167 0.237
C 1.086 -5.422 -0.443 -0.568
H 2.324 -4.824 -3.539 0.440
H 3.053 -2.782 -2.432 0.353
H 1.256 -4.146 1.226 0.268
H 0.533 -6.177 0.106 0.441
C 4.717 -1.344 3.968 -1.312
P 3.685 -1.909 2.544 0.542
C 4.526 -0.991 1.199 -0.883
C 4.345 -3.605 2.353 0.410
C 4.196 -4.496 3.417 -0.598
C 4.616 -5.813 3.309 -0.653
C 5.181 -6.266 2.125 -0.461
C 5.321 -5.393 1.057 -0.535
C 4.907 -4.073 1.169 -0.071
H 5.783 -1.476 3.775 0.334
H 4.449 -1.895 4.869 0.383
H 4.510 -0.287 4.150 0.358
H 5.603 -1.172 1.181 0.410
H 4.350 0.077 1.355 0.371
H 4.073 -1.293 0.253 0.138
H 3.733 -4.161 4.339 0.281
H 4.489 -6.489 4.146 0.372
H 5.496 -7.297 2.031 0.369
H 5.737 -5.743 0.120 0.378
H 4.984 -3.418 0.313 0.137
```

## Properties
Charge: -1
Calculated total energy, Ha: -3076.2721
M, g mol⁻¹: 909.75
Gap between HOMO and LUMO, eV: 5.88
E_LUMO, eV: 1.960

***

Below is a structure of composition C37H53KN11O5PSe2, with properties calculated with wB97M-V/def2-TZVPD.

XYZ file:
```
110
Properties=species:S:1:pos:R:3:mulliken_charge:R:1
K 0.485 1.772 0.008 0.865
N -1.547 2.523 1.962 -0.103
N -0.880 3.348 2.876 -0.304
C 0.461 3.273 2.977 0.414
N 1.101 4.331 3.494 -0.464
N 1.002 2.104 2.614 -0.456
N 2.331 2.054 2.406 1.073
O 2.684 1.160 1.627 -0.555
O 3.146 2.802 2.936 -0.825
H -1.751 3.060 1.112 0.236
H -2.366 2.111 2.390 0.235
H -1.278 4.256 3.071 0.235
H 0.702 5.235 3.302 0.226
H 2.109 4.260 3.492 0.288
C 0.251 5.733 -1.392 -1.372
O 0.860 4.302 0.414 -0.561
C -0.057 4.624 -0.395 0.637
O -1.192 4.090 -0.434 -0.704
H 1.310 5.737 -1.644 0.295
H 0.011 6.692 -0.927 0.363
H -0.362 5.629 -2.285 0.347
C -0.333 -3.869 -0.926 -0.737
O -0.766 -2.602 -0.460 0.128
H -0.232 -4.584 -0.104 0.272
H 0.619 -3.808 -1.458 0.137
H -1.087 -4.239 -1.621 0.303
H -0.095 -2.171 0.105 -0.207
Se -4.878 0.995 5.078 0.198
N -5.068 -0.752 5.319 -0.886
C -4.289 -1.332 4.432 0.827
C -4.126 -2.745 4.275 -0.886
C -3.292 -3.163 3.302 -1.100
C -2.611 -2.207 2.467 -0.152
N -2.713 -0.918 2.563 0.599
C -3.548 -0.455 3.547 0.148
N -3.741 0.836 3.731 -0.507
H -4.664 -3.425 4.922 0.481
H -3.122 -4.216 3.123 0.588
H -1.946 -2.576 1.691 0.811
N 0.506 -1.145 1.557 1.152
C 0.932 -2.211 2.389 0.542
C 1.911 -3.083 1.915 -0.130
C 2.313 -4.169 2.673 -0.688
C 1.734 -4.415 3.912 -0.626
C 0.764 -3.547 4.388 -0.592
C 0.369 -2.446 3.639 -0.348
H -0.186 -0.549 2.003 -0.305
H 1.304 -0.574 1.301 -0.748
H 2.358 -2.898 0.943 0.322
H 3.081 -4.831 2.293 0.420
H 2.043 -5.268 4.501 0.386
H 0.315 -3.714 5.359 0.430
H -0.364 -1.753 4.034 0.522
C 4.133 -0.755 -0.968 -1.818
C 3.501 -0.757 -2.369 2.260
C 2.573 -1.969 -2.472 -2.399
C 4.622 -0.862 -3.401 -1.856
P 2.448 0.796 -2.398 0.525
C 3.698 2.138 -2.475 0.417
C 3.814 2.934 -1.336 -0.217
C 4.711 3.993 -1.285 -0.688
C 5.506 4.278 -2.382 -0.646
C 5.404 3.498 -3.527 -0.758
C 4.512 2.439 -3.571 -0.307
C 1.447 0.927 -3.985 2.136
C 0.141 0.154 -3.737 -1.890
C 1.084 2.411 -4.129 -1.968
C 2.066 0.421 -5.288 -1.921
H 4.731 -1.662 -0.838 0.525
H 3.374 -0.724 -0.184 0.123
H 4.789 0.105 -0.822 0.436
H 3.128 -2.877 -2.216 0.630
H 2.172 -2.099 -3.478 0.284
H 1.731 -1.874 -1.780 0.269
H 5.163 -1.800 -3.247 0.536
H 5.339 -0.049 -3.290 0.369
H 4.252 -0.859 -4.425 0.295
H 3.200 2.730 -0.468 0.390
H 4.775 4.595 -0.387 0.476
H 6.202 5.107 -2.351 0.393
H 6.021 3.715 -4.390 0.452
H 4.455 1.844 -4.472 0.177
H -0.409 0.544 -2.878 0.281
H 0.311 -0.910 -3.570 0.266
H -0.507 0.255 -4.612 0.584
H 0.673 2.821 -3.201 0.337
H 0.316 2.518 -4.900 0.541
H 1.943 3.020 -4.412 0.334
H 2.251 -0.653 -5.259 0.369
H 2.998 0.924 -5.540 0.219
H 1.364 0.608 -6.107 0.529
C -5.777 0.808 0.641 -0.958
N -4.970 -0.324 0.244 0.444
C -3.775 -0.250 -0.407 -0.410
Se -2.912 1.259 -0.960 -0.235
N -3.355 -1.526 -0.592 0.418
C -4.254 -2.418 -0.041 0.071
C -4.260 -3.799 0.052 -0.853
C -5.336 -4.387 0.706 -0.542
C -6.363 -3.617 1.253 -0.741
C -6.355 -2.230 1.159 -0.676
C -5.287 -1.649 0.498 0.915
H -5.396 1.688 0.129 0.308
H -5.709 0.965 1.719 0.222
H -6.815 0.635 0.358 0.367
H -2.406 -1.745 -0.877 0.025
H -3.458 -4.393 -0.366 0.402
H -5.378 -5.465 0.794 0.440
H -7.183 -4.109 1.758 0.410
H -7.150 -1.634 1.587 0.485
```

## Properties
Calculated total energy, Ha: -8164.3856
M, g mol⁻¹: 959.90
Gap between HOMO and LUMO, eV: 6.11
E_LUMO, eV: -1.218

***

So what do the calculations give for energy above the lowest of the compared OMol25 structures with the same formula, charge and spin? Going down the list: 23.7, 0.0, 0.0, 0.0 kcal/mol.